Entry 1:
The following is a quantum chemistry calculation of 5 unconnected molecules or ions with the total composition C17H41BN4O6P at a distorted geometry, from OMol25.

Geometry as XYZ:
```
70
Properties=species:S:1:pos:R:3:forces:R:3
C -0.372270 -0.129395 1.424341 0.244 -0.297 -0.176
C 0.541055 -1.226340 0.841002 -0.308 -0.149 0.641
P 0.721841 -2.595110 2.106372 0.451 0.411 0.244
C 2.353269 -3.341729 1.592076 -0.355 0.331 -0.337
B -0.699033 -3.930218 1.635515 -0.429 -0.056 -0.054
O -1.681756 -3.384741 0.651820 0.261 -0.122 -0.194
C -2.961944 -3.571154 1.183943 0.298 0.737 0.533
C -2.712218 -3.455104 2.698224 -0.372 -0.492 -0.825
O -1.519838 -4.152626 2.870437 0.337 -0.180 0.003
H -0.952985 -0.528867 2.252418 -0.289 0.019 0.009
H -1.038556 0.257445 0.657756 -0.182 0.174 -0.008
H 0.217372 0.692094 1.824282 0.067 0.154 0.056
H 0.086982 -1.628464 -0.058707 0.107 -0.043 -0.267
H 1.516400 -0.803343 0.628178 0.192 -0.062 -0.279
H 2.300581 -3.833968 0.621754 0.006 -0.215 -0.077
H 2.706435 -4.033775 2.347670 0.000 -0.224 0.104
H 3.078663 -2.534755 1.507093 0.153 0.090 0.058
H -0.201010 -4.969920 1.202419 0.198 -0.118 0.232
H -3.590117 -2.758683 0.811099 -0.380 -0.163 -0.043
H -3.396943 -4.551727 0.947003 -0.024 -0.125 -0.182
H -2.662904 -2.379693 2.917987 0.208 0.056 0.371
H -3.493849 -3.934763 3.284451 -0.175 0.251 0.200
C 0.661875 -0.064024 -3.570976 0.071 0.039 0.033
C 1.540183 -1.250622 -3.248935 -0.091 -0.068 0.180
O 2.342004 -1.242172 -2.336614 0.166 0.098 -0.104
N 1.392336 -2.368886 -4.022142 -0.002 0.109 -0.178
C 0.486352 -2.579683 -5.130318 0.202 -0.194 0.196
H 0.882033 0.742801 -2.876738 0.029 -0.109 0.029
H 0.852019 0.283843 -4.589636 -0.098 -0.013 -0.020
H -0.391555 -0.331215 -3.473290 -0.007 0.013 -0.061
H 1.992260 -3.128757 -3.743857 -0.049 -0.020 0.060
H -0.191423 -3.408330 -4.913727 -0.073 0.041 -0.059
H 1.044620 -2.818272 -6.039665 -0.076 0.035 -0.057
H -0.105565 -1.689197 -5.311414 -0.011 0.024 0.007
C 3.049343 3.851241 -2.670767 -0.110 -0.107 -0.015
C 1.547018 3.723561 -2.673387 0.003 -0.099 0.104
O 0.960607 2.869222 -2.034795 -0.016 0.122 -0.043
N 0.843839 4.622747 -3.425605 0.086 0.068 -0.066
C 1.360298 5.704133 -4.238329 -0.285 -0.131 0.083
H 3.462754 3.072933 -2.038033 -0.059 -0.042 0.018
H 3.446976 3.732919 -3.680180 0.051 0.076 0.014
H 3.356193 4.816970 -2.276096 0.121 0.046 -0.065
H -0.153757 4.487531 -3.384474 0.001 -0.005 0.009
H 0.969888 6.662831 -3.888263 0.078 0.049 -0.041
H 1.063438 5.571886 -5.281339 0.078 0.057 -0.033
H 2.443388 5.732454 -4.187386 0.021 -0.007 0.013
C 4.865227 6.266498 1.027307 0.013 -0.034 -0.004
C 5.091214 6.624533 -0.421423 -0.006 -0.109 -0.017
O 5.294827 5.774046 -1.271132 0.036 0.116 -0.006
N 5.053655 7.944122 -0.756406 -0.021 0.024 0.104
C 4.820095 9.083762 0.109241 0.060 -0.050 -0.307
H 4.922103 5.187558 1.126307 0.004 -0.018 -0.058
H 5.627444 6.720781 1.661611 -0.055 0.037 0.046
H 3.880387 6.597647 1.358497 0.028 0.036 0.058
H 5.212403 8.113988 -1.736794 0.003 0.005 0.000
H 3.936256 9.633497 -0.219309 -0.017 0.031 0.088
H 5.677048 9.759518 0.084043 -0.019 0.032 0.087
H 4.664771 8.760012 1.132189 -0.004 -0.022 0.018
C -5.379009 -6.140649 3.638522 -0.009 0.008 -0.043
C -6.334419 -4.992185 3.864176 0.182 -0.001 -0.065
O -6.158502 -3.900747 3.361443 -0.204 0.053 0.012
N -7.417273 -5.221677 4.668580 0.003 -0.122 0.011
C -7.782685 -6.445152 5.351284 -0.108 0.317 -0.032
H -4.578620 -5.801311 2.987998 -0.009 0.046 0.004
H -4.943604 -6.472627 4.581968 -0.009 -0.064 -0.015
H -5.890328 -6.980295 3.164118 0.016 -0.047 0.064
H -8.010739 -4.415628 4.780272 0.009 0.009 0.006
H -8.766072 -6.787271 5.019806 0.022 -0.097 0.026
H -7.820205 -6.282109 6.430833 0.019 -0.101 0.019
H -7.058275 -7.225389 5.145700 0.026 -0.007 -0.012
```
Positions in Å, forces in eV/Å.

Computed properties:
LUMO   1.8 eV
HOMO level   -2.5 eV
Gap between HOMO and LUMO   4.2931 eV
Total charge   -1
Spin multiplicity   1
Maximum force   0.020 hartree/bohr
Calculated total energy   -1709.12326 Eh

Results of the natural (NBO) charge analysis, in e, for atoms 1 through 2: -0.605, -0.684

---

Entry 2:
The following is a quantum chemistry calculation of 3 unconnected molecules or ions with the total composition C17H41ClN4O2 at a distorted geometry, from OMol25.

Geometry as XYZ:
```
65
Properties=species:S:1:pos:R:3:forces:R:3
C 0.670130 2.592134 -1.550506 -0.245 -0.664 0.167
C 2.114025 2.743170 -0.789435 -0.027 0.836 0.342
C 3.205759 1.567610 -1.126269 -0.440 1.431 -1.852
Cl 4.430135 1.501243 0.272770 -0.668 -0.102 -0.903
N 2.619919 0.234909 -1.525798 0.201 0.893 3.944
C 1.802244 -0.417336 -0.440149 -3.798 -6.256 -1.592
O 1.169921 -1.576263 -0.775994 4.235 7.220 2.058
O 1.563640 0.076861 0.921777 1.615 -0.769 -3.475
C 2.273008 -0.835222 1.838714 1.239 -0.697 1.809
N 1.375188 -1.722391 2.673290 0.684 1.258 -1.278
H 0.202036 3.593496 -1.935470 1.183 -1.769 0.876
H 0.768789 1.868915 -2.474798 -0.290 1.400 1.896
H -0.090978 2.135128 -0.759902 1.563 0.818 -1.913
H 2.637876 3.777378 -1.072514 -1.088 -2.361 0.566
H 1.912467 2.790062 0.366089 0.539 -0.265 -2.291
H 3.821109 1.954128 -2.073715 -1.260 -1.097 2.196
H 3.414096 -0.387618 -1.804031 -1.306 0.344 0.313
H 2.915303 -0.168188 2.592188 -1.618 -1.322 -1.705
H 3.065176 -1.422918 1.192043 -1.859 0.775 1.508
H 0.953694 -1.227081 3.489433 0.430 -0.506 -1.341
H 0.663734 -2.233801 2.106687 0.885 0.817 0.659
C -2.213660 2.984229 -8.566516 0.019 0.024 0.073
C -0.798226 3.158728 -8.016799 -0.257 0.057 0.134
N -0.743839 3.557158 -6.607723 0.189 0.258 0.189
C 0.601635 3.950976 -6.174931 -0.158 0.318 -0.214
C 1.687618 2.879837 -6.176207 0.321 -0.136 0.174
C -1.471730 2.706708 -5.663529 -0.339 0.104 -0.219
C -1.074121 1.235847 -5.588846 0.052 -0.289 0.247
H -2.796783 3.903907 -8.455897 0.074 -0.118 0.070
H -2.167406 2.743264 -9.634151 0.042 0.032 0.158
H -2.747573 2.169272 -8.073773 -0.004 0.048 -0.014
H -0.320393 3.938557 -8.622161 0.129 -0.028 0.290
H -0.239641 2.235005 -8.196948 0.091 -0.156 -0.120
H 0.545795 4.396231 -5.172441 -0.198 -0.156 -0.106
H 0.939098 4.773774 -6.822597 -0.209 -0.171 -0.029
H 1.584619 2.201104 -5.327320 -0.005 -0.040 -0.127
H 2.671995 3.351841 -6.083467 -0.098 -0.018 -0.031
H 1.696383 2.291056 -7.096713 -0.033 0.044 0.080
H -2.541022 2.757655 -5.905525 0.183 0.064 -0.128
H -1.408661 3.139454 -4.657015 0.198 0.122 -0.220
H -0.898060 0.795496 -6.573262 -0.009 0.063 0.042
H -1.874914 0.661284 -5.112559 0.066 0.042 -0.045
H -0.179066 1.093466 -4.979275 -0.037 -0.073 -0.154
C 1.162017 -3.327453 6.727842 -0.050 -0.032 -0.066
C -0.207641 -2.651218 6.674627 0.092 -0.308 -0.123
N -1.223433 -3.404752 5.934656 -0.233 0.103 -0.259
C -2.446756 -2.631929 5.691907 0.251 0.118 -0.270
C -3.274148 -2.216701 6.904223 -0.352 0.069 0.142
C -1.441950 -4.789479 6.358182 0.407 -0.070 -0.129
C -1.868050 -5.025345 7.803834 -0.242 -0.205 0.234
H 1.550244 -3.513623 5.721513 -0.106 -0.023 0.096
H 1.874462 -2.676879 7.246711 -0.138 -0.061 -0.058
H 1.131704 -4.273280 7.272366 0.010 0.025 -0.034
H -0.060191 -1.681977 6.182946 -0.301 -0.080 -0.024
H -0.529459 -2.438072 7.698705 0.005 0.111 0.190
H -3.092915 -3.182561 4.995027 0.215 -0.104 0.146
H -2.168280 -1.718748 5.145188 0.155 -0.168 0.125
H -3.850523 -3.053313 7.303934 0.096 0.089 0.056
H -3.997830 -1.447887 6.611654 0.092 -0.068 0.013
H -2.662737 -1.797051 7.706808 -0.024 -0.058 -0.068
H -0.518848 -5.355592 6.179465 -0.033 0.234 0.008
H -2.174902 -5.264423 5.693709 0.038 0.328 -0.015
H -1.318485 -4.401784 8.513151 -0.018 -0.015 -0.071
H -1.684564 -6.069487 8.076497 0.003 0.083 -0.019
H -2.937035 -4.847515 7.940299 0.142 0.058 0.093
```
Positions in Å, forces in eV/Å.

Computed properties:
LUMO   0.5 eV
HOMO level   -8.2 eV
Gap between HOMO and LUMO   8.6319 eV
Spin multiplicity   1
Maximum force   0.168 hartree/bohr
Calculated total energy   -1501.87427 Eh
Structure (SMILES)   CC[C@@H](Cl)NC(=O)OCN.CCN(CC)CC.CCN(CC)CC

Results of the natural (NBO) charge analysis, in e, for atoms 1 through 2: -0.654, -0.444

---

Entry 3:
The following is a quantum chemistry calculation of 5 unconnected molecules or ions with the total composition C17H41F5NO5S at a distorted geometry, from OMol25.

Geometry as XYZ:
```
70
Properties=species:S:1:pos:R:3:forces:R:3
C -0.094627 -0.559732 1.893037 0.749 0.551 0.208
S -0.899405 0.687923 0.759691 0.046 -0.376 0.471
C -1.233857 2.175332 1.804945 -0.432 1.543 1.010
C -2.481574 3.062495 1.280354 0.230 -1.171 0.990
C -3.808237 2.236009 1.720160 0.938 0.961 -0.287
C -4.997859 2.758594 0.813749 0.241 -0.115 1.455
F -6.225223 2.463872 1.418692 2.019 0.591 -1.176
F -4.879189 4.164164 0.691593 -0.494 -2.518 -0.037
C -4.983423 2.081023 -0.638581 -2.022 -0.270 -1.350
F -4.193323 2.780697 -1.551383 -1.453 -1.583 1.902
F -6.321073 2.073058 -1.084580 3.090 0.166 0.501
F -4.591993 0.737871 -0.615967 -0.299 2.716 0.078
C 0.362506 1.006408 -0.559144 0.611 0.661 -0.969
C 0.809777 2.529948 -0.722180 1.948 -0.060 -0.520
O 1.537855 2.600434 -1.993256 -0.970 -1.171 0.634
C 1.877527 3.010311 0.395802 -1.456 -0.851 1.258
N 1.576870 4.392167 0.927306 -0.618 -1.163 0.260
H -0.412813 -0.311906 2.952964 0.244 -0.381 -1.375
H 1.031927 -0.395079 1.775078 -1.658 -0.523 0.268
H -0.422350 -1.578551 1.530702 0.517 1.288 0.498
H -1.558564 1.777727 2.832548 0.638 0.187 -1.561
H -0.340406 2.843277 1.998755 -0.797 -1.107 -0.534
H -2.438030 3.267832 0.166920 -0.014 -0.158 1.398
H -2.438966 4.028228 1.893913 -0.054 -1.270 -1.194
H -3.956314 2.434537 2.836354 -0.294 -0.118 -1.678
H -3.597102 1.124412 1.618993 -0.703 1.358 -0.198
H -0.117087 0.697846 -1.551904 0.363 0.345 1.534
H 1.279995 0.337675 -0.402355 -1.347 0.900 0.140
H -0.062461 3.250728 -0.834020 0.922 -0.993 0.399
H 1.731461 1.678864 -2.278874 -0.006 1.036 0.096
H 1.739757 2.302650 1.295116 0.434 0.741 -1.233
H 2.951922 2.885545 0.061569 -1.473 0.324 -0.036
H 0.733230 4.761611 0.462857 0.767 -0.011 0.141
H 1.278713 4.259686 1.910976 0.232 0.421 -0.808
C 4.103595 6.495205 3.793215 -0.004 0.117 0.033
C 4.294084 5.026557 4.115864 -0.011 0.262 -0.294
O 3.082051 4.310320 3.893087 -0.325 -0.390 0.086
H 3.309538 6.923073 4.410045 0.112 -0.050 0.042
H 5.024888 7.055660 3.966031 -0.064 0.006 -0.046
H 3.803112 6.626125 2.749677 0.127 -0.015 0.000
H 4.572776 4.898038 5.163051 -0.155 -0.140 -0.083
H 5.080714 4.588934 3.493403 0.119 0.070 0.103
H 2.845993 4.419678 2.964857 0.297 0.192 0.070
C 1.363237 -5.052539 -0.251550 0.048 0.047 -0.004
C 0.920948 -3.990235 0.732798 -0.132 -0.596 -0.114
O 0.998149 -2.697237 0.129789 -0.051 0.716 -0.110
H 2.387399 -4.866007 -0.583000 -0.049 -0.059 0.095
H 1.314021 -6.045998 0.198632 -0.013 0.038 -0.078
H 0.732256 -5.039614 -1.144179 -0.033 -0.101 0.093
H 1.566883 -3.991896 1.613294 0.013 0.256 -0.105
H -0.108369 -4.164637 1.059339 0.056 -0.104 0.031
H 0.418661 -2.702559 -0.642563 0.203 -0.303 0.040
C 2.385788 -4.471753 -5.291393 -0.036 0.148 -0.066
C 2.839588 -4.749705 -3.871545 -0.005 -0.336 -0.346
O 2.135238 -5.864651 -3.336911 -0.089 0.005 0.195
H 1.311888 -4.270455 -5.318043 0.077 0.039 0.049
H 2.916004 -3.613264 -5.710256 -0.021 -0.070 -0.052
H 2.563468 -5.340311 -5.931218 0.099 0.081 0.008
H 2.640686 -3.887622 -3.230910 -0.040 -0.165 0.102
H 3.912598 -4.963133 -3.839789 0.046 0.205 -0.012
H 2.322045 -6.625136 -3.901170 -0.047 0.098 0.119
C -2.816465 -4.774010 -2.606711 0.047 -0.118 -0.032
C -3.196348 -4.401314 -1.187601 -0.043 0.104 -0.437
O -2.087074 -3.801154 -0.520584 0.299 0.210 0.373
H -1.972098 -5.467732 -2.607867 -0.109 -0.014 0.040
H -3.656290 -5.240192 -3.125978 0.066 0.057 -0.022
H -2.503415 -3.888924 -3.168853 -0.133 0.003 -0.027
H -3.487098 -5.289126 -0.624023 0.156 0.153 0.111
H -4.034387 -3.697686 -1.179745 -0.101 -0.130 -0.008
H -1.841729 -3.012356 -1.019022 -0.206 -0.164 -0.039
```
Positions in Å, forces in eV/Å.

Computed properties:
LUMO   -3.0 eV
HOMO level   -12.2 eV
Gap between HOMO and LUMO   9.2435 eV
Total charge   +1
Spin multiplicity   1
Maximum force   0.061 hartree/bohr
Calculated total energy   -2000.42559 Eh

Results of the natural (NBO) charge analysis, in e, for atoms 1 through 2: -0.714, 0.763